The following is a quantum chemistry calculation of C17H29N2Pm as an isolated structure at a distorted geometry, from the Open Molecules 2025 dataset.

Properties
⟨S²⟩	6.12
HOMO level (alpha / beta)	-13.3 / -13.4	eV
2S+1	5
LUMO level (alpha / beta)	-7.83 / -7.77	eV
orbital gap (alpha / beta)	5.482 / 5.654	eV
relative energy (zero: lowest compared OMol25 entry of this formula, charge and spin)	13.43	kcal/mol
total charge	+2
strongest force on any atom	4.16	eV Å⁻¹

Positions of all 49 atoms, in Å:
C (1.38203, 2.06601, -1.39955)
H (2.20074, 2.35857, -0.70023)
H (1.57703, 1.21509, -2.08316)
H (1.34287, -0.14814, 1.52488)
C (0.14079, 2.88413, -1.33097)
H (-0.68993, 2.33040, -1.84814)
H (-0.20423, 3.22421, -0.31896)
C (0.69453, 4.09928, -2.15384)
H (-0.14518, 4.82936, -2.14930)
H (1.57990, 4.53000, -1.66009)
H (0.92209, 3.78208, -3.18945)
C (-0.88512, -1.94608, -0.34171)
C (-1.54064, -1.15635, -1.32952)
C (-0.57534, -0.79837, -2.31753)
C (0.67143, -1.37335, -1.94218)
C (0.48241, -2.07240, -0.71460)
C (1.49421, -2.87336, 0.02121)
C (1.91017, -1.31250, -2.76175)
C (-0.83334, -0.01750, -3.55495)
C (-2.98187, -0.80466, -1.34018)
C (-1.53413, -2.54909, 0.85107)
Pm (0.18412, 0.62857, -0.10511)
H (2.80119, -1.58105, -2.18022)
H (1.87136, -1.99567, -3.62994)
H (2.08352, -0.31019, -3.17798)
H (2.52011, -2.60152, -0.26414)
H (1.41245, -2.74249, 1.11184)
H (1.37873, -3.95581, -0.17250)
H (-2.46586, -2.02709, 1.10584)
H (-1.79056, -3.60703, 0.66930)
H (-0.89524, -2.51837, 1.74236)
H (-3.18393, 0.08103, -1.95509)
H (-3.59867, -1.62724, -1.74361)
H (-3.35977, -0.59098, -0.33105)
H (-0.09145, 0.77871, -3.70791)
H (-0.80527, -0.64783, -4.46214)
H (-1.81774, 0.46740, -3.52700)
C (-0.70129, 1.54864, 5.18186)
N (-0.08909, 0.68589, 4.16890)
C (0.58133, -0.52602, 4.43508)
C (1.04892, -1.00098, 3.28335)
N (0.67031, -0.07518, 2.28414)
C (-0.03359, 0.95426, 2.88478)
H (-1.46158, 1.00314, 5.76215)
H (0.04986, 1.94340, 5.88531)
H (-1.18805, 2.39456, 4.67592)
H (0.65229, -0.94982, 5.42691)
H (1.64220, -1.83611, 2.99148)
H (-0.42270, 1.84039, 2.38642)



The following is a quantum chemistry calculation of C11H12F3N6O4ReS as an isolated structure, from the Open Molecules 2025 dataset.

Properties
⟨S²⟩	0.76
HOMO level (alpha / beta)	-12.2 / -12.3	eV
2S+1	2
LUMO level (alpha / beta)	-4.73 / -5.24	eV
orbital gap (alpha / beta)	7.437 / 7.017	eV
relative energy (zero: lowest compared OMol25 entry of this formula, charge and spin)	9.74	kcal/mol
total charge	+1
strongest force on any atom	0.25	eV Å⁻¹

Positions of all 38 atoms, in Å:
Re (0.26936, 0.06044, -0.27598)
C (-0.83254, -0.78471, 3.93365)
C (-0.42369, -0.21097, 2.62486)
N (0.01015, -0.89540, 1.61986)
N (0.08184, -2.26086, 1.74433)
C (0.73709, -2.80207, 0.76813)
N (0.89740, -4.12295, 0.68933)
S (1.55013, -1.78971, -0.45563)
C (-0.50033, 1.22037, 2.35221)
C (-0.93152, 2.15886, 3.27411)
C (-1.01831, 3.48611, 2.89514)
C (-0.65716, 3.84587, 1.60619)
C (-0.21687, 2.87029, 0.73779)
N (-0.13979, 1.57771, 1.09772)
H (-0.64466, -1.85199, 3.95502)
H (-1.89813, -0.60826, 4.09567)
H (-0.28679, -0.30266, 4.74629)
H (0.43917, -4.71362, 1.36449)
H (1.33594, -4.54719, -0.10817)
H (-1.21055, 1.84399, 4.26867)
H (-1.37350, 4.23058, 3.59437)
H (-0.72491, 4.86832, 1.26453)
H (0.03994, 3.11743, -0.28188)
N (2.16590, 1.20623, -0.52475)
N (2.10438, 1.81821, -1.79703)
C (0.86039, 1.90649, -2.42769)
O (0.65951, 2.64160, -3.34172)
O (-0.04235, 1.06085, -1.89528)
H (2.30046, 1.90654, 0.20415)
H (2.96878, 0.58146, -0.50291)
H (2.76633, 2.55470, -1.99173)
F (-4.94932, -0.72351, -0.21474)
C (-3.78966, -1.30080, -0.48496)
F (-3.77675, -1.67297, -1.76217)
F (-3.67267, -2.40300, 0.27820)
C (-2.60957, -0.36118, -0.15433)
O (-2.75557, 0.65672, 0.47384)
O (-1.48466, -0.84155, -0.61714)



> Among the records above, which one has the highest ⟨S²⟩?

C17H29N2Pm



> Look up the total charge of the first one.

+2



> Which of these has the highest ⟨S²⟩?

C17H29N2Pm